(1)
{
  "formula": "C4H10O2",
  "method": "the ωB97M-V functional and the def2-TZVPD basis",
  "de_lowest_ev": 4.030,
  "energy_ev": -8401.517,
  "fmax_ha_per_bohr": 0.0097,
  "homo_ha": -0.31947,
  "multiplicity": 1,
  "lumo_ha": 0.0143,
  "symbols": ["C", "O", "C", "C", "C", "O", "H", "H", "H", "H", "H", "H", "H", "H", "H", "H"],
  "coordinates": [[-0.224, -2.212, -0.426], [0.158, -1.212, 0.498], [-0.066, 0.767, -0.191], [-1.230, 1.397, 0.482], [1.314, 1.052, 0.155], [2.201, 0.156, -0.158], [-1.282, -2.444, -0.268], [-0.086, -1.888, -1.468], [0.362, -3.126, -0.273], [-0.198, 0.320, -1.174], [-1.701, 0.613, 1.086], [-1.977, 1.780, -0.219], [-0.908, 2.189, 1.164], [1.089, 1.947, -0.615], [1.412, 1.623, 1.106], [1.133, -0.961, 0.300]]
}

***

(2)
{
  "formula": "C3H7N3O",
  "method": "the ωB97M-V functional and the def2-TZVPD basis",
  "de_lowest_ev": 3.758,
  "smiles": "[H]/N=C/N(C=O)NC",
  "energy_ev": -9739.275,
  "fmax_ha_per_bohr": 0.1118,
  "homo_ha": -0.33505,
  "multiplicity": 1,
  "lumo_ha": 0.0262,
  "symbols": ["C", "C", "C", "H", "H", "H", "H", "H", "H", "H", "N", "N", "N", "O"],
  "coordinates": [[-0.428, 1.692, 0.335], [-0.673, -1.215, -0.154], [1.665, -0.811, 0.060], [-1.501, 1.205, 0.406], [0.141, 1.632, 1.338], [-0.269, 2.641, -0.213], [1.079, 1.251, -1.105], [-0.459, -2.384, -0.133], [-2.362, -1.742, -0.084], [1.581, -1.859, 0.481], [0.160, 0.942, -0.716], [0.334, -0.310, -0.189], [-1.959, -0.774, -0.026], [2.692, -0.268, 0.001]]
}